(1)
# C30H48BeCl2N3O7Si

A structure of composition C30H48BeCl2N3O7Si (ωB97M-V/def2-TZVPD, the Open Molecules 2025 dataset).

Positions of all 92 atoms, in Å:
C1 1.943 -2.990 -1.078
C2 1.821 -1.834 -2.012
H1 1.656 -3.940 -1.551
H2 1.286 -2.809 -0.202
H3 2.978 -3.096 -0.702
C3 1.968 -1.956 -3.345
C4 2.290 -3.211 -4.079
H4 1.890 -1.083 -3.998
H5 2.212 -4.100 -3.437
H6 3.322 -3.154 -4.462
H7 1.637 -3.326 -4.962
Be1 -0.146 -0.238 0.526
Cl1 0.332 -1.936 1.565
C5 -0.518 2.863 -1.809
O1 -1.545 2.237 -2.079
N1 -0.296 4.156 -2.140
C6 -1.365 4.869 -2.802
C7 1.024 4.759 -2.147
H8 0.312 2.403 -1.243
H9 -2.304 4.392 -2.511
H10 -1.255 4.832 -3.896
H11 -1.349 5.914 -2.487
H12 1.673 4.225 -1.448
H13 0.947 5.812 -1.847
H14 1.475 4.725 -3.152
H15 -3.329 2.914 2.454
H16 -2.618 2.075 4.530
C8 -3.457 1.919 2.023
C9 -2.575 1.032 4.206
N2 -2.602 0.996 2.748
H17 -3.155 1.894 0.975
C10 -1.983 0.047 2.064
O2 -1.720 0.136 0.826
H18 -1.636 0.581 4.543
H19 -1.675 -0.831 2.642
H20 -4.512 1.626 2.119
H21 -3.415 0.483 4.655
H22 -0.698 -3.208 -2.541
H23 -0.244 -1.672 -4.569
C11 -1.646 -2.690 -2.350
C12 -1.323 -1.479 -4.461
N3 -1.679 -1.430 -3.059
H24 -1.746 -2.491 -1.280
C13 -2.442 -0.408 -2.545
O3 -3.214 -0.524 -1.605
H25 -1.560 -0.513 -4.920
H26 -2.290 0.558 -3.063
H27 -2.469 -3.346 -2.679
H28 -1.884 -2.283 -4.969
O4 0.196 -0.380 -0.991
C14 1.527 -0.484 -1.356
C15 0.973 0.928 -3.333
C16 1.864 0.673 -2.292
H29 0.050 0.331 -3.342
C17 1.324 1.796 -4.371
H30 2.159 -0.443 -0.449
C18 3.073 1.361 -2.212
H31 0.612 1.942 -5.189
C19 2.564 2.440 -4.334
C20 3.433 2.227 -3.256
H32 3.738 1.167 -1.362
H33 2.833 3.112 -5.154
H34 4.395 2.752 -3.239
Si1 -2.029 -5.213 3.742
Cl2 -0.782 -6.194 2.394
C21 -3.689 -5.047 2.892
C22 -1.192 -3.591 4.128
C23 -2.180 -6.255 5.298
H35 -3.574 -4.600 1.896
H36 -4.364 -4.418 3.486
H37 -4.152 -6.036 2.775
H38 -2.682 -7.207 5.085
H39 -2.770 -5.711 6.050
H40 -1.190 -6.470 5.721
H41 -1.045 -3.027 3.196
H42 -0.191 -3.756 4.550
H43 -1.778 -2.979 4.828
O5 2.421 0.501 3.096
C24 2.557 1.823 3.251
C25 3.529 2.252 4.181
C26 3.861 3.597 4.242
C27 3.211 4.533 3.419
C28 2.168 4.120 2.582
C29 1.827 2.763 2.461
C30 0.813 2.285 1.450
O6 0.113 3.116 0.856
O7 0.779 0.986 1.271
H44 1.724 0.364 2.374
H45 4.015 1.485 4.791
H46 4.624 3.901 4.962
H47 3.503 5.588 3.454
H48 1.617 4.866 2.004

Cartesian forces (eV/Å) of the 6 atoms listed first:
C -0.33 -0.26 0.57
C 0.29 0.27 -1.32
H 0.10 0.23 0.20
H 0.56 -0.36 -0.71
H -0.31 0.07 -0.10
C -0.01 0.27 0.59

Output
HOMO energy: -0.196 Eh
Charge: -1
Orbital gap: 0.283 hartree

(2)
# C5H8N

The ion C5H8N with charge +1 (ωB97M-V/def2-TZVPD, the Open Molecules 2025 dataset).

Positions of all 14 atoms, in Å:
N1 1.441 0.528 0.146
C1 0.330 -0.436 -0.017
C2 -0.266 -1.441 0.997
C3 -1.149 -0.468 0.315
C4 -1.582 0.572 -1.005
C5 -0.629 -0.576 -1.140
H1 2.283 0.074 -0.221
H2 1.510 1.004 1.111
H3 1.253 1.091 -0.652
H4 -0.122 -1.400 2.039
H5 -0.187 -2.458 0.795
H6 -1.268 1.596 -0.767
H7 -2.566 0.432 -1.367
H8 -0.611 -1.318 -1.891

Cartesian forces (eV/Å) of the 6 atoms listed first:
N -0.50 -0.37 0.82
C -1.68 -2.05 1.22
C 0.62 0.81 -0.51
C 0.97 1.97 -3.14
C 1.25 -1.42 2.63
C 0.60 1.84 1.17

Output
HOMO energy: -0.509 Eh
Charge: +1
SMILES string: [NH3+][C@]12C[C@]13C[C@H]32
Orbital gap: 0.369 hartree

(3)
# C5H13NO2

A cluster of 2 separate species, C5H13NO2 in total (ωB97M-V/def2-TZVPD, the Open Molecules 2025 dataset).

Positions of all 21 atoms, in Å:
C1 0.788 -2.199 1.432
C2 0.751 -0.670 1.448
C3 -0.586 -0.067 0.928
C4 -0.575 0.519 -0.519
N1 -0.852 1.939 -0.624
C5 -1.596 -0.233 -1.347
O1 -2.778 -0.235 -1.148
H1 0.105 -2.602 0.689
H2 1.744 -2.586 1.067
H3 0.612 -2.644 2.402
H4 1.472 -0.249 0.747
H5 0.921 -0.328 2.466
H6 -1.234 -0.957 0.858
H7 -1.164 0.526 1.637
H8 0.402 0.270 -0.920
H9 -1.703 2.205 -0.146
H10 -0.094 2.528 -0.330
H11 -1.154 -0.784 -2.203
O2 3.633 0.937 -0.497
H12 2.849 0.649 0.024
H13 3.207 1.576 -1.053

Cartesian forces (eV/Å) of the 6 atoms listed first:
C 0.68 -0.09 -0.90
C -0.82 0.69 -0.27
C -0.95 -1.92 -0.10
C -0.20 0.02 1.55
N -0.03 0.06 -0.61
C 0.15 0.10 -0.61

Output
HOMO energy: -0.346 Eh
Charge: 0
SMILES string: CCC[C@H](N)C=O.O
Orbital gap: 0.367 hartree

(4)
# C5H8N2

A cluster of 2 separate species, C5H8N2 in total (ωB97M-V/def2-TZVPD, the Open Molecules 2025 dataset).

Positions of all 15 atoms, in Å:
N1 1.964 0.198 -0.519
C1 1.617 -0.222 0.799
C2 0.589 0.417 1.571
N2 1.736 0.720 1.993
H1 2.973 0.226 -0.636
H2 1.605 1.126 -0.716
H3 1.887 -1.261 0.991
H4 -0.451 0.641 1.783
C3 -1.053 -0.766 -0.988
C4 -2.151 -0.578 -0.332
C5 -1.601 0.629 -1.033
H5 -0.235 -1.390 -1.311
H6 -2.947 -0.958 0.291
H7 -1.115 1.426 -0.455
H8 -2.075 0.999 -1.946

Cartesian forces (eV/Å) of the 6 atoms listed first:
N 0.12 0.20 0.07
C 0.05 -0.28 -0.13
C 0.38 0.13 0.24
N -0.49 -0.04 -0.12
H -0.10 -0.06 -0.01
H 0.01 -0.10 -0.01

Output
HOMO energy: -0.339 Eh
Charge: 0
SMILES string: N[C@@H]1C=N1.C1=CC1
Orbital gap: 0.380 hartree

(5)
# C22H44N3O2

A cluster of 2 separate species, C22H44N3O2 in total (ωB97M-V/def2-TZVPD, the Open Molecules 2025 dataset).

Positions of all 71 atoms, in Å:
C1 4.620 -3.486 0.875
O1 3.472 -4.239 0.537
C2 2.682 -3.643 -0.470
C3 1.374 -3.081 0.092
C4 0.451 -2.553 -1.014
C5 -1.070 -2.638 -0.711
C6 -1.473 -2.423 0.744
C7 -1.536 -0.913 1.154
C8 -2.990 -0.508 1.419
C9 -3.259 1.008 1.388
C10 -2.575 1.748 0.214
C11 -2.748 1.039 -1.124
C12 -1.922 1.627 -2.311
C13 -0.632 2.360 -1.934
C14 0.497 1.374 -1.503
C15 0.967 1.506 -0.010
C16 2.517 1.594 0.101
C17 3.083 0.209 0.445
N1 3.407 -0.567 -0.764
N2 2.890 2.120 -1.216
C18 3.411 3.535 -1.305
C19 2.704 4.501 -0.338
O2 3.311 4.976 0.524
C20 1.833 1.783 -2.223
H1 5.090 -3.015 0.007
H2 5.349 -4.194 1.271
H3 4.408 -2.776 1.685
H4 2.397 -4.442 -1.162
H5 3.237 -2.898 -1.052
H6 0.865 -3.900 0.595
H7 1.599 -2.266 0.790
H8 0.713 -1.538 -1.340
H9 0.627 -3.184 -1.893
H10 -1.407 -3.616 -1.056
H11 -1.559 -1.921 -1.375
H12 -2.491 -2.805 0.840
H13 -0.882 -2.993 1.459
H14 -0.903 -0.769 2.033
H15 -1.067 -0.365 0.332
H16 -3.218 -0.841 2.432
H17 -3.707 -1.012 0.773
H18 -4.324 1.239 1.415
H19 -2.846 1.452 2.301
H20 -1.535 1.871 0.515
H21 -3.012 2.746 0.129
H22 -2.565 -0.032 -1.083
H23 -3.800 1.151 -1.396
H24 -2.571 2.218 -2.955
H25 -1.613 0.771 -2.920
H26 -0.272 2.830 -2.852
H27 -0.758 3.160 -1.203
H28 0.233 0.377 -1.846
H29 0.470 2.426 0.304
H30 0.621 0.730 0.665
H31 2.733 2.199 0.979
H32 2.396 -0.366 1.070
H33 3.975 0.346 1.056
H34 4.089 -1.265 -0.485
H35 2.584 -1.073 -1.078
H36 3.692 1.581 -1.570
H37 3.299 3.895 -2.326
H38 4.452 3.509 -0.998
H39 1.624 4.721 -0.440
H40 1.783 2.446 -3.080
H41 2.174 0.833 -2.650
C21 -6.615 0.236 3.931
C22 -6.222 -0.742 2.916
N3 -5.918 -1.503 2.129
H42 -6.392 -0.152 4.923
H43 -6.067 1.165 3.780
H44 -7.682 0.436 3.858

Cartesian forces (eV/Å) of the 6 atoms listed first:
C 0.10 -0.68 0.59
O 0.39 0.53 -0.39
C -0.84 -0.59 -0.11
C 0.22 0.50 -0.48
C -0.15 -0.45 -0.22
C 0.82 -0.22 -0.09

Output
HOMO energy: -0.447 Eh
Charge: +1
Orbital gap: 0.350 hartree

(6)
# C11H16Br4IrN2O3

A structure of composition C11H16Br4IrN2O3 (ωB97M-V/def2-TZVPD, the Open Molecules 2025 dataset).

Positions of all 37 atoms, in Å:
Ir1 -0.101 -0.192 0.233
Br1 4.530 -5.294 1.578
C1 3.485 -4.053 0.714
C2 3.626 -3.907 -0.772
Br2 4.832 -4.986 -1.654
C3 2.892 -3.005 -1.468
Br3 3.002 -2.758 -3.308
C4 1.960 -2.169 -0.756
O1 1.250 -1.310 -1.263
C5 1.816 -2.325 0.752
O2 1.006 -1.584 1.336
C6 2.610 -3.295 1.433
Br4 2.371 -3.436 3.278
N1 0.745 1.182 1.749
C7 -0.007 1.132 3.044
C8 -1.511 1.220 2.800
C9 -2.287 -0.009 3.259
C10 -1.842 -1.314 2.614
N2 -1.855 -1.253 1.120
H1 1.718 0.941 1.913
H2 0.731 2.134 1.395
H3 0.322 1.935 3.703
H4 0.265 0.190 3.519
H5 -1.675 1.358 1.729
H6 -1.929 2.105 3.281
H7 -3.348 0.160 3.055
H8 -2.200 -0.136 4.340
H9 -2.505 -2.110 2.957
H10 -0.831 -1.591 2.908
H11 -2.738 -0.854 0.813
H12 -1.816 -2.196 0.747
C11 -1.240 2.444 -1.107
O3 -0.835 1.055 -1.272
H13 -2.014 2.460 -0.347
H14 -1.648 2.805 -2.047
H15 -0.394 3.059 -0.808
H16 -0.266 0.970 -2.049

Cartesian forces (eV/Å) of the 6 atoms listed first:
Ir 1.75 -1.32 0.30
Br 0.03 -0.04 0.00
C 0.01 0.03 -0.20
C 0.00 -0.03 0.22
Br 0.05 -0.06 -0.02
C -0.03 0.05 -0.07

Output
HOMO energy (spin up / spin down): -0.550 / -0.554 Eh
Charge: +2
Spin multiplicity: 2
Orbital gap (spin up / spin down): 0.218 / 0.218 hartree
⟨S²⟩: 0.763

Q: Which ΔE to the lowest compared entry with this formula, charge and spin values were calculated for the entries above? A: 40.0; 582.1; 207.4; 484.8; 102.1; 7.8, in kJ/mol.